(1)
{
  "formula": "C65H64BrIN7O4P2PbSi2",
  "method": "ωB97M-V/def2-TZVPD",
  "e_lumo_ev": -1.717,
  "gap_ha": 0.3034,
  "total_energy_ha": -7525.961413,
  "molar_mass_g_mol": 1539.4,
  "total_charge": 1,
  "fmax_ev_per_a": 1.0,
  "e_homo_ha": -0.3665,
  "species": ["Pb", "C", "Si", "C", "C", "N", "P", "C", "P", "N", "Si", "C", "C", "C", "C", "C", "C", "C", "C", "C", "C", "C", "C", "C", "C", "C", "C", "C", "C", "C", "C", "C", "C", "C", "C", "C", "C", "C", "H", "H", "H", "H", "H", "H", "H", "H", "H", "H", "H", "H", "H", "H", "H", "H", "H", "H", "H", "H", "H", "H", "H", "H", "H", "H", "H", "H", "H", "H", "H", "H", "H", "H", "H", "H", "H", "H", "C", "O", "C", "C", "C", "Br", "C", "C", "C", "O", "C", "N", "C", "C", "C", "C", "C", "C", "N", "H", "H", "H", "H", "H", "H", "H", "H", "H", "H", "H", "O", "C", "N", "C", "C", "O", "N", "C", "C", "C", "C", "C", "C", "C", "C", "C", "C", "C", "C", "H", "H", "H", "H", "H", "H", "H", "H", "H", "H", "H", "I", "C", "C", "C", "C", "N", "C", "H", "H", "H", "H"],
  "coordinates": [[0.202, 1.517, -1.091], [4.756, 0.445, -0.239], [3.482, 0.350, -1.600], [3.347, 2.131, -2.235], [4.299, -0.664, -2.944], [1.886, -0.220, -1.164], [1.297, -1.712, -0.948], [0.101, -2.009, 0.305], [-1.169, -0.956, 0.789], [-0.932, 0.590, 0.975], [-1.450, 1.758, 2.183], [-0.128, 2.048, 3.473], [-1.781, 3.355, 1.257], [-3.034, 1.304, 3.074], [0.711, -2.553, 1.600], [1.348, -1.739, 2.538], [1.796, -2.258, 3.750], [1.641, -3.608, 4.026], [1.045, -4.439, 3.083], [0.580, -3.913, 1.887], [-2.064, -1.864, 2.076], [-2.906, -2.914, 1.706], [-3.467, -3.729, 2.677], [-3.179, -3.517, 4.020], [-2.332, -2.481, 4.392], [-1.778, -1.660, 3.424], [0.579, -2.316, -2.505], [-0.567, -3.110, -2.506], [-1.018, -3.686, -3.689], [-0.322, -3.485, -4.873], [0.820, -2.693, -4.878], [1.263, -2.109, -3.702], [2.601, -2.931, -0.616], [2.567, -4.197, -1.196], [3.525, -5.144, -0.856], [4.516, -4.836, 0.066], [4.545, -3.580, 0.659], [3.587, -2.636, 0.322], [5.290, -0.497, -0.099], [5.500, 1.194, -0.539], [4.344, 0.760, 0.720], [3.952, 2.786, -1.603], [3.747, 2.198, -3.252], [2.345, 2.566, -2.253], [5.359, -0.387, -2.980], [4.248, -1.739, -2.741], [3.878, -0.475, -3.937], [0.438, 2.961, 3.261], [-0.600, 2.176, 4.452], [0.589, 1.227, 3.553], [-1.143, 3.459, 0.376], [-2.823, 3.395, 0.920], [-1.599, 4.228, 1.895], [-2.848, 1.071, 4.127], [-3.722, 2.155, 3.036], [-3.548, 0.452, 2.628], [1.477, -0.682, 2.316], [2.259, -1.606, 4.482], [1.981, -4.012, 4.973], [0.932, -5.499, 3.287], [0.098, -4.553, 1.156], [-3.120, -3.101, 0.662], [-4.125, -4.538, 2.382], [-3.609, -4.162, 4.775], [-2.093, -2.320, 5.436], [-1.109, -0.861, 3.722], [-1.079, -3.289, -1.567], [-1.906, -4.306, -3.686], [-0.668, -3.941, -5.792], [1.368, -2.535, -5.800], [2.147, -1.491, -3.710], [1.798, -4.448, -1.914], [3.495, -6.125, -1.314], [5.262, -5.577, 0.326], [5.308, -3.338, 1.391], [3.578, -1.676, 0.817], [-0.167, 5.189, -1.788], [0.673, 4.406, -0.936], [1.347, 5.035, 0.057], [1.389, 6.406, 0.215], [2.141, 6.949, 1.249], [2.177, 8.824, 1.471], [2.859, 6.149, 2.100], [2.824, 4.757, 1.944], [2.038, 4.190, 0.937], [1.896, 2.849, 0.754], [3.620, 3.894, 2.821], [3.597, 2.584, 2.774], [4.522, 2.144, 3.714], [4.924, 0.853, 4.050], [5.886, 0.716, 5.032], [6.447, 1.835, 5.668], [6.064, 3.121, 5.338], [5.093, 3.247, 4.350], [4.498, 4.350, 3.758], [-0.907, 5.737, -1.200], [-0.675, 4.483, -2.440], [0.424, 5.886, -2.383], [0.853, 7.061, -0.455], [3.440, 6.605, 2.890], [2.458, 2.387, 1.446], [4.496, -0.007, 3.553], [6.219, -0.273, 5.319], [7.205, 1.687, 6.426], [6.499, 3.985, 5.824], [4.705, 5.310, 3.964], [-2.640, 2.660, -3.002], [-3.006, 1.640, -2.469], [-4.214, 1.015, -2.551], [-4.335, -0.093, -1.616], [-2.870, -0.137, -1.177], [-2.409, -1.097, -0.431], [-2.173, 0.842, -1.630], [-4.886, -1.339, -2.293], [-6.247, -1.378, -2.583], [-6.793, -2.469, -3.239], [-5.984, -3.539, -3.602], [-4.630, -3.505, -3.316], [-4.078, -2.407, -2.666], [-5.166, 0.252, -0.359], [-5.459, -0.772, 0.540], [-6.266, -0.527, 1.638], [-6.782, 0.745, 1.854], [-6.473, 1.771, 0.975], [-5.664, 1.528, -0.131], [-4.982, 1.364, -3.099], [-6.888, -0.554, -2.282], [-7.854, -2.490, -3.457], [-6.413, -4.396, -4.108], [-3.996, -4.334, -3.604], [-3.015, -2.389, -2.457], [-5.076, -1.771, 0.364], [-6.491, -1.330, 2.329], [-7.424, 0.932, 2.706], [-6.870, 2.765, 1.139], [-5.435, 2.339, -0.811], [-2.781, -1.327, -6.358], [-1.109, -0.277, -5.696], [-0.192, 0.256, -6.584], [0.858, 0.997, -6.066], [0.927, 1.200, -4.698], [0.046, 0.684, -3.836], [-0.940, -0.068, -4.339], [-0.296, 0.105, -7.650], [1.603, 1.435, -6.719], [1.718, 1.809, -4.274], [-1.631, -0.513, -3.639]],
  "forces_ev_per_angstrom": [[0.25, 0.05, 0.09], [0.10, -0.06, 0.17], [-0.02, 0.09, -0.18], [-0.04, 0.05, 0.02], [0.02, -0.11, -0.13], [-0.11, 0.05, 0.27], [-0.41, -0.47, -0.07], [0.59, 0.64, 0.45], [-0.14, -0.40, -0.35], [0.09, -0.08, 0.28], [-0.11, 0.01, -0.25], [0.21, 0.04, 0.05], [-0.03, 0.05, -0.07], [-0.14, -0.07, 0.00], [-0.10, -0.17, -0.12], [-0.06, -0.01, -0.06], [0.03, 0.01, -0.09], [-0.02, 0.01, -0.04], [0.01, -0.01, 0.01], [0.03, 0.05, 0.02], [0.06, 0.03, 0.04], [0.02, 0.06, 0.05], [-0.02, 0.01, 0.01], [0.01, 0.02, -0.03], [-0.01, -0.02, 0.04], [-0.02, 0.13, -0.12], [-0.08, -0.01, 0.00], [0.08, -0.02, -0.06], [0.06, -0.01, -0.01], [0.03, -0.05, 0.04], [0.09, -0.07, 0.06], [-0.02, -0.14, 0.01], [-0.03, 0.02, 0.06], [0.06, 0.03, -0.03], [-0.01, 0.00, -0.01], [-0.01, 0.01, -0.01], [0.00, 0.04, -0.01], [-0.03, -0.06, 0.03], [-0.05, 0.04, 0.02], [-0.08, -0.07, 0.03], [-0.01, 0.04, 0.11], [-0.07, -0.02, -0.05], [-0.01, -0.01, 0.08], [0.08, 0.07, -0.05], [-0.08, -0.01, -0.01], [0.03, 0.09, -0.03], [0.08, -0.02, 0.07], [0.03, -0.08, 0.00], [0.06, 0.02, -0.05], [-0.04, 0.03, 0.00], [-0.02, 0.14, 0.05], [0.09, -0.01, -0.01], [-0.05, -0.09, -0.05], [-0.05, -0.04, -0.10], [0.06, -0.05, 0.03], [-0.08, 0.00, -0.01], [-0.03, -0.01, 0.03], [0.01, 0.01, -0.03], [0.00, 0.00, -0.05], [0.00, 0.07, -0.01], [0.00, 0.02, 0.04], [0.04, -0.01, 0.00], [0.03, 0.02, 0.02], [0.01, 0.01, -0.01], [-0.02, 0.00, -0.06], [0.02, -0.03, 0.00], [0.05, 0.00, -0.03], [0.09, 0.02, 0.00], [0.01, 0.00, 0.04], [-0.02, 0.00, 0.03], [-0.02, -0.01, -0.02], [0.02, -0.01, 0.00], [0.00, 0.05, 0.02], [-0.03, 0.03, 0.00], [-0.05, -0.02, -0.04], [0.07, 0.04, 0.00], [0.04, -0.01, 0.09], [-0.18, -0.01, -0.18], [0.04, 0.10, -0.02], [-0.03, 0.07, -0.06], [0.01, 0.08, 0.01], [0.00, 0.00, 0.00], [0.03, -0.06, 0.01], [-0.04, -0.09, 0.05], [0.07, -0.10, 0.16], [0.34, -0.04, 0.28], [0.00, -0.09, 0.04], [-0.09, -0.23, -0.23], [-0.14, -0.03, -0.14], [-0.02, -0.02, 0.05], [-0.03, -0.03, -0.03], [0.00, 0.03, -0.02], [-0.02, 0.04, 0.00], [0.00, 0.14, -0.06], [0.09, 0.05, 0.14], [0.01, -0.02, 0.00], [-0.03, -0.01, -0.02], [0.02, 0.00, 0.00], [0.01, -0.03, 0.01], [-0.02, -0.01, -0.03], [-0.09, 0.20, -0.12], [-0.03, -0.03, 0.00], [-0.01, 0.04, -0.02], [-0.03, 0.00, 0.00], [0.00, -0.04, -0.01], [0.00, 0.02, 0.00], [-0.05, -0.17, 0.09], [0.02, 0.05, -0.16], [-0.05, 0.02, 0.19], [-0.04, 0.13, 0.21], [0.12, -0.18, -0.13], [-0.12, 0.05, 0.11], [-0.05, -0.11, 0.07], [0.21, -0.11, -0.05], [-0.04, -0.01, -0.01], [0.01, 0.04, 0.02], [-0.03, -0.02, -0.03], [-0.01, 0.07, 0.03], [-0.05, 0.08, -0.03], [-0.02, -0.05, -0.18], [-0.01, -0.03, -0.04], [0.08, 0.01, 0.05], [0.02, 0.04, 0.00], [0.01, -0.02, 0.02], [0.09, -0.01, 0.03], [0.03, 0.08, 0.00], [0.03, -0.06, 0.01], [0.03, 0.00, 0.00], [0.02, 0.04, 0.03], [-0.06, 0.01, 0.01], [-0.10, 0.02, 0.00], [-0.04, 0.06, 0.00], [0.01, 0.01, -0.03], [0.03, 0.00, -0.03], [0.02, -0.03, -0.01], [0.00, -0.03, -0.01], [0.01, 0.06, -0.02], [-0.16, 0.04, -0.05], [0.03, 0.02, -0.02], [0.03, 0.01, -0.07], [-0.06, 0.02, 0.18], [-0.20, -0.13, -0.25], [0.12, 0.39, 0.05], [0.00, 0.00, 0.01], [-0.03, -0.02, 0.04], [-0.05, -0.06, -0.04], [-0.02, -0.02, 0.08]],
  "mulliken_charge": [1.350, -1.196, 1.258, -0.964, -1.296, 0.334, 0.483, -1.123, -0.841, 0.597, 0.820, -1.058, -0.445, -0.599, 1.422, 0.507, -1.381, -0.993, -1.196, -0.796, 1.952, -1.037, -0.696, -0.989, -0.988, -0.312, 1.114, -0.694, -0.208, -1.310, -0.517, -0.098, 0.934, -1.225, -0.812, -0.830, -1.197, 0.008, 0.436, 0.520, -0.052, 0.349, 0.596, -0.215, 0.504, 0.268, 0.394, 0.164, 0.601, 0.019, -0.556, 0.449, 0.455, 0.421, 0.547, -0.193, 0.445, 0.605, 0.421, 0.461, 0.441, 0.170, 0.502, 0.410, 0.507, 0.537, 0.504, 0.515, 0.430, 0.479, -0.314, 0.458, 0.451, 0.392, 0.507, 0.772, -1.071, -0.092, 0.329, -0.500, -0.751, -0.190, -1.172, 1.675, -0.575, 1.123, -0.311, 0.100, 0.030, -0.492, -0.881, -0.485, -1.149, 0.483, -0.091, 0.441, 0.138, 0.385, 0.578, 0.528, 0.239, 0.589, 0.448, 0.388, 0.411, 0.197, -0.681, -0.832, -0.005, 2.385, -1.213, 0.348, 1.010, -0.345, -0.235, -1.071, -0.771, -1.233, 1.405, -0.189, 0.328, -0.846, -0.666, -0.981, -0.534, 0.334, 0.490, 0.434, 0.467, 0.355, -0.667, 0.390, 0.464, 0.425, 0.451, 0.518, 0.098, -0.913, -0.418, -1.152, -0.322, 0.851, -0.080, 0.498, 0.504, 0.379, 0.325]
}



(2)
{
  "formula": "CH6S4",
  "method": "ωB97M-V/def2-TZVPD",
  "e_lumo_ev": 0.162,
  "gap_ha": 0.3110,
  "total_energy_ha": -1634.407638,
  "molar_mass_g_mol": 146.3,
  "total_charge": 0,
  "fmax_ev_per_a": 1.6,
  "de_lowest_kcal_mol": 16.6,
  "e_homo_ha": -0.3050,
  "smiles": "CSS.SS",
  "species": ["C", "S", "S", "H", "H", "H", "H", "S", "S", "H", "H"],
  "coordinates": [[-0.524, -0.332, 1.186], [-1.387, -0.032, -0.333], [-2.403, 1.714, 0.070], [-1.121, -0.303, 2.101], [0.004, -1.294, 1.172], [0.199, 0.464, 1.282], [-2.571, 2.202, -1.166], [3.207, -0.754, -0.893], [1.354, -1.078, -1.834], [2.606, -0.641, 0.245], [0.636, 0.053, -1.829]],
  "forces_ev_per_angstrom": [[0.58, 0.58, 0.96], [-0.76, -0.97, -1.02], [-0.46, 0.56, 0.91], [-0.35, -0.11, -0.34], [-0.31, 0.21, -0.45], [0.52, 0.15, 0.23], [0.41, -0.29, -0.16], [-0.58, 0.32, -1.47], [0.48, -1.04, -0.42], [-0.17, 0.08, 1.53], [0.64, 0.52, 0.22]],
  "nbo_charge": [-0.774, 0.094, -0.160, 0.230, 0.252, 0.217, 0.148, -0.091, -0.171, 0.112, 0.142]
}



(3)
{
  "formula": "C5H10N2",
  "method": "ωB97M-V/def2-TZVPD",
  "e_lumo_ev": 0.523,
  "gap_ha": 0.3384,
  "total_energy_ha": -305.861266,
  "molar_mass_g_mol": 98.1,
  "total_charge": 0,
  "fmax_ev_per_a": 2.3,
  "de_lowest_kcal_mol": 102.0,
  "e_homo_ha": -0.3192,
  "species": ["C", "C", "N", "C", "C", "C", "N", "H", "H", "H", "H", "H", "H", "H", "H", "H", "H"],
  "coordinates": [[-2.073, -0.111, -0.128], [-0.972, -0.241, -1.107], [-0.279, 0.997, -1.320], [0.322, -0.791, -0.789], [1.180, -0.686, 0.413], [2.027, 0.532, 0.538], [0.971, 0.252, 1.502], [-2.253, 0.947, -0.432], [-1.724, -0.173, 0.911], [-2.879, -0.838, -0.279], [-1.291, -0.592, -2.090], [-0.243, 1.506, -0.417], [0.635, -1.638, -1.415], [1.632, -1.629, 0.731], [3.040, 0.457, 0.915], [1.855, 1.277, -0.235], [0.149, 0.823, 1.343]],
  "forces_ev_per_angstrom": [[-0.38, 0.60, 0.10], [-0.45, -0.45, 0.03], [1.94, -1.27, -0.23], [0.25, 0.52, -0.16], [-0.09, 0.02, -0.16], [0.36, 0.12, 0.00], [-0.21, 0.14, 0.21], [-1.51, -0.61, 0.99], [-0.12, 0.13, -0.24], [-0.07, 0.51, 0.04], [-0.23, -0.23, 0.14], [0.09, -0.50, -0.41], [0.47, 1.01, -0.47], [-0.21, 0.14, -0.16], [-0.07, -0.01, 0.10], [0.13, -0.14, 0.20], [0.10, 0.03, 0.03]],
  "nbo_charge": [-0.636, -0.150, -0.609, 0.006, -0.155, -0.234, -0.575, 0.226, 0.208, 0.223, 0.202, 0.302, 0.215, 0.219, 0.197, 0.216, 0.345]
}



(4)
{
  "formula": "C13H21AsCrO9S",
  "method": "ωB97M-V/def2-TZVPD",
  "e_lumo_ev": [-4.934, -4.379],
  "gap_ha": [0.2788, 0.2984],
  "total_energy_ha": -4863.330127,
  "molar_mass_g_mol": 480.3,
  "total_charge": 1,
  "fmax_ev_per_a": 3.2,
  "de_lowest_kcal_mol": 19.6,
  "e_homo_ha": [-0.4601, -0.4593],
  "multiplicity": 2,
  "s2": 0.7625,
  "species": ["Cr", "C", "O", "C", "C", "O", "C", "H", "H", "H", "H", "H", "H", "H", "H", "H", "H", "O", "As", "O", "O", "C", "C", "C", "C", "C", "C", "S", "O", "O", "O", "H", "H", "H", "H", "H", "C", "C", "C", "O", "H", "H", "H", "H", "H", "H"],
  "coordinates": [[-0.085, 0.076, -0.305], [1.290, 1.871, 1.863], [1.484, 1.038, 0.731], [2.595, 0.157, 0.841], [2.655, -0.636, -0.458], [1.420, -1.329, -0.594], [1.329, -2.014, -1.837], [2.199, 2.444, 2.068], [1.016, 1.277, 2.742], [0.484, 2.561, 1.611], [2.443, -0.525, 1.692], [3.520, 0.730, 0.988], [3.486, -1.356, -0.440], [2.771, 0.055, -1.306], [2.076, -2.812, -1.884], [1.473, -1.313, -2.665], [0.327, -2.436, -1.888], [-3.497, -1.079, -2.927], [-2.738, 0.100, -1.843], [-3.804, 0.327, -0.663], [-1.378, -0.774, -1.370], [-2.433, 1.487, -3.182], [-3.206, 1.509, -4.335], [-2.925, 2.446, -5.321], [-1.909, 3.376, -5.148], [-1.158, 3.371, -3.983], [-1.432, 2.418, -3.020], [-0.394, 2.248, -1.606], [0.275, 3.463, -1.293], [0.526, 1.118, -1.907], [-1.209, 1.727, -0.458], [-3.856, -1.807, -2.407], [-4.001, 0.783, -4.450], [-3.499, 2.443, -6.235], [-1.698, 4.104, -5.916], [-0.360, 4.073, -3.801], [-2.254, -1.845, 2.854], [-1.744, -0.699, 2.038], [-2.485, 0.575, 2.142], [-0.747, -0.840, 1.320], [-3.215, -1.601, 3.294], [-1.554, -2.103, 3.648], [-2.350, -2.726, 2.221], [-2.676, 0.823, 3.183], [-3.453, 0.433, 1.651], [-1.980, 1.385, 1.621]],
  "forces_ev_per_angstrom": [[-0.24, -1.14, -1.00], [-0.27, 0.55, 0.46], [-0.41, -0.54, -0.48], [0.48, -0.71, -0.11], [0.71, 0.52, 0.32], [-0.51, 0.56, 0.43], [-0.19, -0.63, -0.75], [-0.09, -0.13, -0.08], [0.08, 0.02, -0.11], [0.08, -0.05, 0.04], [0.04, 0.19, -0.12], [-0.22, -0.10, -0.06], [-0.20, 0.18, 0.02], [0.07, -0.20, 0.14], [-0.05, 0.17, 0.10], [-0.01, -0.07, 0.08], [0.14, 0.02, -0.04], [0.58, 0.35, -0.27], [-2.75, -0.56, -1.53], [-0.25, 0.48, 1.02], [2.36, -0.09, 1.08], [-0.10, -0.72, 0.33], [-0.06, -0.24, 0.15], [0.01, 0.06, 0.05], [0.00, -0.07, 0.14], [0.18, 0.13, 0.16], [0.26, -0.08, 0.42], [0.12, 2.33, -0.22], [-0.09, 0.14, -0.37], [0.50, -1.06, 0.64], [-0.20, 0.01, -0.21], [-0.11, 0.07, 0.07], [0.08, 0.06, -0.09], [-0.08, 0.02, -0.03], [0.01, 0.05, -0.06], [0.05, 0.16, -0.10], [0.11, -0.05, -0.28], [-0.81, 0.18, 0.72], [0.21, 0.25, -0.28], [0.51, 0.01, -0.32], [-0.03, 0.00, 0.03], [0.14, 0.10, 0.01], [0.03, -0.04, -0.07], [0.01, -0.05, 0.14], [-0.03, -0.07, -0.10], [-0.07, -0.01, 0.13]],
  "nbo_charge": [1.317, -0.253, -0.525, -0.095, -0.098, -0.520, -0.261, 0.212, 0.187, 0.225, 0.199, 0.222, 0.222, 0.214, 0.204, 0.200, 0.231, -1.025, 2.421, -1.142, -0.986, -0.407, -0.165, -0.163, -0.182, -0.181, -0.271, 2.393, -0.892, -0.894, -0.933, 0.502, 0.260, 0.238, 0.238, 0.249, -0.723, 0.742, -0.757, -0.614, 0.247, 0.268, 0.266, 0.257, 0.326, 0.247]
}